Below is a structure of composition C42H82F3MgO34 at a distorted geometry, with properties calculated with ωB97M-V/def2-TZVPD.

Positions of all 162 atoms, in Å:
Mg 3.349628 -1.563549 -0.009042
C 1.302897 0.959300 -0.213446
O 0.512948 0.207490 0.635955
O 2.407965 0.158497 -0.450716
C 0.523938 1.567785 -1.418033
F 1.368932 2.258099 -2.216651
F -0.064235 0.618628 -2.137471
F -0.429285 2.368128 -0.930825
C -0.346067 0.906352 1.570220
C -1.150587 -0.258027 2.066286
H -2.017102 0.081385 2.633798
H -1.468808 -0.828251 1.193537
H -0.545067 -0.853814 2.749286
H -1.047954 1.599613 1.106709
H 0.205384 1.360813 2.393310
H 1.658597 1.800731 0.381171
C 0.619089 0.722558 5.858340
C 1.418452 -0.520443 6.391687
C 0.737167 -1.802442 6.022518
O -0.472969 -1.329824 5.461501
C -0.706353 0.031156 5.784642
H 1.002454 1.016762 4.881314
H 0.645027 1.550440 6.566884
H 1.424036 -0.447697 7.479243
H 2.471834 -0.450457 6.120413
H 0.434077 -2.380015 6.895818
H 1.337013 -2.330028 5.280944
H -1.307828 -0.022749 6.692066
H -1.364973 0.434136 5.015278
C -0.807868 -1.146866 -6.721477
C 0.130496 -2.327675 -6.866465
C -0.413475 -3.259224 -5.837036
O -1.270842 -2.510003 -5.017362
C -1.134875 -1.165770 -5.233676
H -1.688479 -1.247496 -7.355902
H -0.226513 -0.280873 -7.037984
H 1.188286 -2.079511 -6.779318
H 0.029974 -2.758394 -7.862696
H 0.424245 -3.707648 -5.302957
H -0.950462 -4.078039 -6.315867
H -0.264946 -0.879410 -4.642643
H -1.933263 -0.544012 -4.828601
C -1.802303 4.345115 -3.319118
O -2.551951 3.210174 -3.788896
C -3.372369 2.448608 -2.945439
O -3.784113 2.836410 -1.851134
O -3.694075 1.280642 -3.619368
C -4.602889 0.420403 -3.021705
H -1.910357 4.546433 -2.253332
H -2.061470 5.250313 -3.868239
H -0.754642 4.152624 -3.550317
H -4.100552 -0.398532 -2.506828
H -5.217020 -0.067060 -3.778889
H -5.217425 1.016166 -2.346792
C 2.921051 -0.249641 -4.111749
O 2.747143 -1.656390 -4.162199
C 2.992153 -2.446224 -3.140895
O 3.522643 -2.092988 -2.048618
O 2.666849 -3.714453 -3.382839
C 2.902489 -4.786180 -2.463620
H 3.135140 0.091517 -3.098887
H 2.025213 0.260095 -4.466369
H 3.812135 -0.033368 -4.701060
H 2.715769 -4.415262 -1.455816
H 3.898968 -5.204170 -2.606541
H 2.146402 -5.525776 -2.727098
C -3.702219 1.562772 -6.951766
O -2.750015 2.189601 -7.864548
C -1.596851 2.765436 -7.570633
O -0.868844 3.377949 -8.358618
O -1.295643 2.386529 -6.319840
C 0.047235 2.596801 -5.873359
H -4.448734 2.241355 -6.539038
H -3.232438 1.006903 -6.140331
H -4.287464 0.830628 -7.508155
H 0.319990 2.044222 -4.974284
H 0.285151 3.645668 -5.696200
H 0.781644 2.234576 -6.592755
C 0.598638 6.621304 -2.684768
O 0.702493 5.735286 -1.551175
C 1.793063 5.537014 -0.911075
O 2.791668 6.203215 -0.993138
O 1.506094 4.580175 -0.062961
C 2.389800 4.422881 1.048537
H 1.436643 6.438371 -3.357371
H 0.621500 7.636900 -2.289621
H -0.353458 6.587469 -3.214354
H 3.400484 4.147414 0.747324
H 1.912666 3.744315 1.755650
H 2.494842 5.360270 1.594766
C -1.094148 4.244914 1.811041
O -1.896067 4.127000 2.996976
C -1.365491 3.697890 4.142093
O -0.195581 3.341079 4.261281
O -2.321177 3.592903 5.060871
C -1.959699 3.403050 6.402781
H -1.666909 3.998504 0.916991
H -0.202835 3.617637 1.797391
H -0.659697 5.244309 1.834974
H -1.261584 4.164057 6.751482
H -1.495825 2.428427 6.554488
H -2.867046 3.404543 7.006788
C 3.504804 1.362766 3.135875
O 3.668121 0.198954 3.855644
C 3.553826 -0.961570 3.252625
O 3.241474 -1.119231 2.018514
O 3.777303 -1.871872 4.166737
C 3.880346 -3.277399 3.806204
H 3.752900 2.200026 3.788225
H 2.529043 1.441877 2.656584
H 4.295951 1.324889 2.387040
H 3.982970 -3.979992 4.633213
H 4.701617 -3.446380 3.109728
H 2.994321 -3.545995 3.230962
C -4.562276 -7.376509 4.109592
O -4.024632 -6.248027 4.747949
C -3.984140 -5.070100 4.054285
O -4.338491 -4.866164 2.901976
O -3.491702 -4.095385 4.860366
C -3.298566 -2.750523 4.430492
H -4.819585 -8.114800 4.869087
H -3.709656 -7.831219 3.605231
H -5.350334 -7.288833 3.361671
H -2.959782 -2.574140 3.409606
H -2.585383 -2.206931 5.050147
H -4.287730 -2.309756 4.554555
C -4.056312 1.857277 1.362176
O -4.260007 0.658575 0.610418
C -4.544902 -0.566582 1.165421
O -4.622918 -0.746885 2.397719
O -4.605204 -1.478585 0.215407
C -4.399710 -2.870395 0.459464
H -4.981232 2.368265 1.629622
H -3.515575 2.533947 0.700489
H -3.440136 1.667800 2.241102
H -5.307632 -3.322599 0.858575
H -3.516578 -3.010120 1.082884
H -4.197043 -3.530491 -0.383918
C 5.273179 2.164181 -0.528516
O 6.381517 1.380376 -0.139091
C 6.215099 0.075500 0.096814
O 5.150100 -0.605474 0.005016
O 7.441136 -0.404898 0.380845
C 7.731558 -1.730547 0.591368
H 5.450377 3.203439 -0.805373
H 4.403239 2.168026 0.128198
H 4.860646 1.728778 -1.438646
H 8.146407 -2.158142 -0.321409
H 6.895785 -2.375785 0.861987
H 8.555173 -1.795032 1.302430
C -0.470585 -4.016722 2.603130
O 0.713292 -3.609602 1.872114
C 0.712660 -3.071793 0.646707
O 1.746276 -2.699570 0.069123
O -0.509806 -3.328613 0.081014
C -0.741263 -2.838307 -1.241767
H -0.981291 -4.794130 2.034863
H -1.083090 -3.138165 2.805765
H -0.080885 -4.489885 3.504428
H -0.764023 -1.749174 -1.278547
H -1.676925 -3.199348 -1.668728
H 0.050819 -3.168481 -1.913841

Cartesian forces, eV/Å:
-1.039 2.395 -0.668
3.192 -1.123 0.954
-1.688 0.554 0.358
-0.763 0.745 -1.437
1.346 -1.164 1.330
-0.607 0.066 0.044
-0.338 -0.196 -0.732
-0.131 0.523 -0.606
-0.319 -1.546 -0.598
-0.474 0.146 0.957
-0.151 -0.167 -0.009
-0.167 -0.135 0.169
0.003 -0.305 -0.089
0.459 0.200 -0.182
0.256 0.335 -0.147
-0.132 0.988 -0.089
0.663 -1.821 0.601
1.756 1.663 1.619
-0.635 1.203 -0.181
-0.624 -0.674 -1.685
-1.370 -0.229 -0.532
-0.276 0.183 0.024
0.109 -0.034 -0.245
0.029 0.106 0.148
-0.021 -0.217 -0.178
0.642 -0.459 -0.041
-0.361 -0.505 0.019
0.255 0.721 0.542
-0.041 -0.014 -0.155
0.803 1.610 -0.360
-0.244 -0.004 -1.418
0.712 -1.001 -0.078
-1.679 -2.349 1.648
1.450 0.972 -0.597
-0.075 0.020 0.164
-0.497 0.455 -0.005
-0.094 0.171 0.460
0.043 -0.020 -0.059
-0.089 -0.062 0.606
-0.342 0.008 0.234
0.561 0.726 -0.049
-0.505 -0.431 -0.402
0.024 -0.161 0.270
-1.163 -1.638 0.928
-0.051 1.533 0.313
1.021 -1.388 -2.505
1.979 2.816 -0.065
-1.138 -0.671 0.987
-0.150 -0.285 -0.030
-0.508 -0.237 -0.149
-0.015 -0.211 0.178
0.143 0.244 0.353
0.013 0.398 -0.254
-0.157 -0.491 0.203
0.961 0.859 0.821
-0.632 -1.832 0.294
1.288 0.066 2.578
-0.829 -0.550 -1.916
-0.178 1.338 -1.288
-0.376 0.404 0.257
-0.244 -0.167 0.190
0.095 -0.361 -0.196
-0.295 0.160 -0.295
0.259 -0.255 0.035
-0.026 0.189 0.112
0.167 0.012 0.066
0.324 -0.437 0.150
-1.614 0.294 -1.095
1.589 -0.258 -0.803
-2.053 -1.329 2.057
1.351 0.236 1.052
0.918 0.241 -0.408
0.505 0.533 -0.066
0.276 0.395 -0.078
0.372 0.167 -0.541
-1.050 -0.113 0.249
-0.307 0.094 -0.095
-0.250 0.106 -0.495
0.977 0.892 0.637
-3.484 -0.043 -2.538
0.999 1.632 0.338
0.623 -0.467 0.060
0.521 -1.498 1.589
0.164 0.672 0.394
-0.114 0.157 -0.021
0.449 0.095 -0.140
0.024 -0.932 0.425
-0.183 -0.344 -0.072
0.189 -0.309 -0.369
-0.068 0.240 -0.173
1.269 0.274 0.498
-0.690 -0.272 0.085
1.645 -1.237 -0.683
-1.345 0.713 0.284
-0.383 0.716 -1.077
0.559 -0.607 1.016
-0.287 0.392 0.354
-0.379 -0.403 0.423
-0.460 0.229 -0.511
-0.098 0.092 -0.077
0.088 0.019 -0.148
-0.011 0.273 -0.295
0.814 1.317 -1.529
-0.315 -1.688 1.099
-0.947 -0.164 -2.817
1.370 -0.046 4.026
0.421 -1.338 0.220
-0.606 -0.032 -1.637
-0.443 -0.170 0.119
0.010 0.025 0.133
-0.246 0.439 -0.516
-0.013 0.929 0.443
0.312 0.298 0.215
-0.222 -0.002 0.184
1.048 -1.742 -0.746
-0.342 2.638 -0.140
-0.186 1.102 -0.556
0.491 -0.895 1.416
0.795 -2.062 0.235
-1.242 0.822 -0.252
-0.319 0.449 0.179
-0.063 -0.224 -0.404
-0.100 0.791 0.382
-0.344 -0.664 -0.158
-0.014 -0.745 0.423
0.200 0.485 -0.356
0.228 -0.067 0.293
-0.592 -1.661 -0.668
0.931 1.279 3.632
0.058 0.180 -3.212
0.162 0.336 -1.647
-0.177 -0.769 1.268
-0.133 -0.400 0.113
-0.046 -0.258 -0.156
-0.248 -0.042 0.112
0.248 0.250 0.677
-0.399 0.070 0.518
-0.015 1.184 -1.018
-2.354 -0.123 -1.560
0.053 -0.979 0.928
-0.720 -1.168 -0.633
3.281 1.760 0.379
-1.840 2.411 -0.222
0.706 -2.263 -0.347
1.195 -0.210 0.514
0.414 -0.398 0.607
-0.025 -0.146 -0.114
-0.092 0.058 -0.254
-0.156 0.365 0.313
-0.371 0.140 0.294
0.102 -0.303 -0.503
1.438 1.302 -0.652
-1.224 -2.382 -0.186
-2.244 -0.802 1.043
1.602 1.161 0.456
0.410 0.571 -1.185
-0.258 0.295 -0.030
0.031 -0.295 0.041
-0.046 0.390 0.035
0.071 0.028 0.314
-0.013 -0.295 0.673
0.101 -0.060 0.063

The HOMO energy comes out at -10.82 eV. The charge is +1. The value obtained for the energy is -128089.7362 eV.

Löwdin population analysis, charges in e, atoms 1 to 8: 0.7535 -0.4140 -0.0822 -0.2211 -0.5456 0.1393 0.1577 0.1505